DFT (the ωB97M-V functional and the def2-TZVPD basis) results for one molecule with the formula C12H10Cl5O4P at a distorted geometry.

Geometry as XYZ:
```
32
Properties=species:S:1:pos:R:3:forces:R:3:nbo_charge:R:1
C -3.8880 -3.1246 -0.8994 1.0 0.5 -1.0 -0.383
C -3.0807 -2.8638 -1.9709 -1.1 -0.1 3.0 -0.210
C -1.8895 -1.9389 -1.9045 0.0 -2.0 -0.9 -0.120
O -1.5119 -1.7260 -0.5471 1.4 2.6 0.8 -0.782
P -0.0923 -0.8924 -0.4259 0.9 -1.4 -3.1 2.365
O 1.0294 -1.7547 -0.9011 -0.9 0.9 1.0 -1.081
O -0.1653 0.4683 -1.3884 -1.4 -2.1 2.4 -0.792
C 1.1133 0.8753 -1.8233 0.9 1.2 -1.1 -0.113
C 1.1035 2.3726 -2.0817 -1.8 1.2 0.7 -0.210
C 0.0705 3.2235 -1.8230 1.4 -1.6 -0.4 -0.396
C 0.1335 -0.4281 1.3718 -0.7 1.0 0.3 -0.495
Cl 0.3632 1.3680 1.5196 -0.2 -0.3 -0.2 0.038
C 1.3754 -1.0706 1.9387 1.3 -1.5 1.4 0.036
Cl 2.9486 -0.3484 1.5894 -1.3 -0.5 -0.2 0.073
C 1.3287 -2.1516 2.7965 0.8 2.3 -1.8 -0.104
Cl 2.8231 -2.8565 3.4227 -1.7 0.4 -0.4 0.081
C 0.0009 -2.6241 3.2251 0.4 -3.3 2.8 0.425
O -0.0653 -3.6278 3.9481 0.0 1.5 -1.2 -0.474
C -1.2073 -1.8603 2.9585 -1.3 2.1 -1.9 -0.112
Cl -2.7475 -2.3212 3.6917 1.6 0.1 -0.4 0.074
C -1.1484 -0.7987 2.0839 -1.0 -1.1 2.0 0.024
Cl -2.5863 0.1896 1.8610 1.2 -0.6 -0.3 0.078
H -3.7562 -2.6100 0.0775 0.0 -0.5 -0.9 0.207
H -4.6946 -3.8659 -0.9730 0.4 0.4 0.0 0.206
H -3.2370 -3.4098 -2.8733 0.0 -0.1 -0.7 0.211
H -2.0820 -1.0261 -2.4339 -0.1 0.7 -0.1 0.206
H -1.0541 -2.4712 -2.4060 -0.3 0.4 0.1 0.208
H 1.3143 0.3206 -2.7562 0.3 0.3 0.4 0.207
H 1.9010 0.6421 -1.0957 -0.1 -0.1 -0.2 0.211
H 1.9883 2.8795 -2.4483 0.3 -0.6 -0.1 0.210
H -0.8801 2.8755 -1.4115 0.3 0.2 -0.2 0.209
H 0.2424 4.2683 -2.0643 -0.3 -0.1 0.2 0.204
```
Forces are in eV/Å.

Results
Electronic energy   -3406.5073 Eh
SMILES string   C=CCOP(=O)(OCC=C)C1(Cl)C(Cl)=C(Cl)C(=O)C(Cl)=C1Cl
2S+1   1

---

DFT (the ωB97M-V functional and the def2-TZVPD basis) results for a 2-piece molecular cluster, C23H21ClFN3O10S overall.

Geometry as XYZ:
```
60
Properties=species:S:1:pos:R:3:forces:R:3:nbo_charge:R:1
C 3.3706 0.1126 3.5534 -0.1 -0.7 -0.2 -0.720
C 3.9278 0.4726 2.2064 0.0 -0.1 0.0 0.723
O 4.8505 -0.1048 1.6992 0.2 0.5 0.2 -0.528
N 3.3176 1.6320 1.6176 0.1 -0.3 -0.6 -0.632
C 4.1499 2.2882 0.6013 0.3 -0.1 -0.2 0.738
C 4.8235 3.5311 1.1080 0.1 -0.1 0.3 -0.720
O 4.2631 1.8884 -0.5175 -0.3 0.1 0.1 -0.484
C 1.9358 1.5142 1.2436 0.1 0.2 0.4 0.241
C 1.0285 2.4100 1.7601 0.1 0.1 0.2 0.003
C 1.5372 3.4801 2.6955 -0.3 0.4 0.0 -0.565
C 0.9086 3.4401 4.0683 0.3 -0.2 0.4 0.802
O 1.0932 2.5512 4.8574 -0.4 0.0 -0.3 -0.575
O 0.1692 4.5375 4.3620 -0.3 -0.2 -0.5 -0.694
C -0.3473 2.3337 1.3941 0.0 -0.1 0.1 0.010
C -1.3867 3.3162 1.8732 0.0 0.0 -0.3 -0.423
C -1.1612 4.7481 1.3573 0.0 0.3 0.2 -0.438
C -2.4662 5.4803 1.0189 0.1 -0.1 0.0 -0.355
Cl -2.6930 6.9521 2.0110 -0.1 0.0 0.1 -0.074
C -0.7574 1.3317 0.5633 -0.3 0.1 0.0 -0.175
C 0.1419 0.3974 0.0349 0.1 0.0 0.0 0.117
N -0.3240 -0.5865 -0.7836 0.1 0.1 0.1 -0.331
C 0.5749 -1.4011 -1.2245 -0.1 -0.2 0.0 -0.111
S 0.0756 -2.7255 -2.2994 0.8 -0.2 -0.4 2.400
O 0.6619 -3.9364 -1.8396 -0.2 0.1 0.1 -0.894
O 0.2552 -2.3044 -3.6429 -0.3 0.1 0.1 -0.879
F -1.4427 -2.7902 -1.9846 -0.2 0.0 -0.1 -0.462
C 1.9631 -1.3180 -0.9279 -0.2 0.0 0.0 0.038
N 2.4136 -0.3842 -0.1488 0.0 0.0 0.1 -0.321
C 1.5085 0.4912 0.3595 0.0 -0.2 -0.2 0.082
H 3.8339 0.7351 4.3170 -0.1 0.2 0.0 0.247
H 3.6523 -0.9189 3.7520 0.0 0.0 0.1 0.239
H 2.2876 0.2005 3.6033 0.0 0.2 0.1 0.237
H 4.1454 4.3764 0.9727 0.0 0.0 -0.1 0.240
H 5.0198 3.4629 2.1766 0.1 -0.1 0.0 0.228
H 5.7415 3.7124 0.5596 0.0 0.1 -0.1 0.248
H 2.6012 3.3311 2.8472 0.0 0.0 0.0 0.274
H 1.3595 4.4597 2.2531 0.1 0.1 0.0 0.242
H -0.4844 4.2848 5.0291 0.3 0.1 0.4 0.501
H -1.4773 3.2970 2.9582 0.0 0.1 0.0 0.219
H -2.3390 2.9646 1.4784 -0.1 -0.1 0.1 0.215
H -0.5166 4.7329 0.4778 0.0 -0.1 -0.1 0.215
H -0.6471 5.3463 2.1058 0.1 -0.1 0.0 0.240
H -2.4934 5.8155 -0.0119 0.0 0.0 -0.1 0.220
H -3.3274 4.8457 1.2037 -0.1 0.0 0.0 0.208
H -1.7991 1.2419 0.2854 0.0 0.0 0.0 0.228
H 2.6558 -2.0351 -1.3493 0.1 0.0 0.0 0.226
O -1.5453 -7.2522 -5.4000 0.1 0.1 0.0 -0.537
C -2.5259 -6.8376 -4.8110 -0.2 -0.2 0.0 0.472
C -3.7088 -7.6275 -4.5322 0.1 -0.1 -0.1 -0.384
C -4.7369 -7.0588 -3.8884 0.0 -0.1 0.0 0.320
O -5.8593 -7.6948 -3.5869 0.0 0.0 0.0 -0.625
C -4.7087 -5.6164 -3.4438 0.2 0.2 0.0 0.476
O -5.7037 -5.1949 -2.8819 -0.1 -0.1 0.0 -0.545
C -3.5202 -4.8325 -3.7047 -0.1 0.1 0.1 -0.400
C -2.4882 -5.4011 -4.3453 0.0 0.1 0.0 0.336
O -1.3602 -4.7705 -4.6286 -0.1 0.0 0.0 -0.624
H -3.7215 -8.6583 -4.8565 0.0 0.0 0.0 0.243
H -6.4241 -7.0412 -3.1293 0.0 0.0 0.0 0.508
H -3.5052 -3.8049 -3.3715 0.0 0.0 0.0 0.246
H -0.7965 -5.4194 -5.0950 0.0 0.0 0.0 0.512
```
Forces are in eV/Å.

Results
Electronic energy   -2763.9812 Eh
SMILES string   CC(=O)N(C(C)=O)c1c(CC(=O)O)c(CCCCl)cc2nc(S(=O)(=O)F)cnc12.O=C1C=C(O)C(=O)C=C1O
2S+1   1

---

| no. | HOMO-LUMO gap (Eh) |
| --- | --- |
| 1 | 0.31164 |
| 2 | 0.30426 |